(1)
Here is a cluster of 11 separate species, C43H118N12O12 in total in a non-equilibrium geometry from the OMol25 dataset. Energies are from wB97M-V/def2-TZVPD.

XYZ file:
```
185
C43H118N12O12 (wB97M-V/def2-TZVPD)
C -0.32820 1.93463 5.15571
O 0.28948 0.90943 5.95491
C 0.53122 -0.31190 5.27764
C 1.03133 -1.39859 6.28986
C 2.28186 -1.03845 7.18957
N 1.28740 -2.66010 5.58161
H -0.27264 2.90216 5.65460
H -1.37251 1.76373 4.89438
H 0.08039 1.98146 4.14628
H -0.28666 -0.69515 4.66749
H 1.28067 -0.08332 4.51990
H 0.25911 -1.63727 7.02116
H 2.17629 -0.07129 7.68105
H 3.14936 -1.02336 6.52979
H 2.49141 -1.79747 7.94329
H 1.77934 -3.21856 6.26441
H 2.01897 -2.59047 4.88876
C -1.25065 1.92010 0.40356
O -0.20235 1.15237 -0.02683
C -0.56139 -0.19020 -0.18818
C -0.36530 -1.09777 1.04812
C 1.03760 -1.01482 1.68198
N -0.54300 -2.47089 0.69936
H -2.12517 1.75498 -0.22575
H -0.86492 2.93376 0.29487
H -1.48802 1.73251 1.45073
H -1.43628 -0.32251 -0.82471
H 0.30285 -0.56165 -0.73885
H -1.05253 -0.86492 1.86150
H 1.36369 0.01034 1.85753
H 1.73121 -1.44314 0.95841
H 1.26159 -1.54171 2.60952
H 0.16572 -2.57179 -0.01313
H -1.40141 -2.50819 0.16847
C 1.48922 -3.36273 -2.71937
O 2.49796 -2.48890 -2.32294
C 2.65583 -1.21308 -2.98119
C 3.86423 -0.46403 -2.39105
C 3.52669 0.11767 -0.98282
N 4.12678 0.67172 -3.21676
H 0.50802 -2.95703 -2.47288
H 1.52904 -4.23708 -2.06974
H 1.51317 -3.77311 -3.72888
H 2.87987 -1.44236 -4.02298
H 1.80763 -0.52935 -2.94678
H 4.71706 -1.11650 -2.20377
H 2.56148 0.59879 -0.82470
H 4.40620 0.68163 -0.67217
H 3.52165 -0.69929 -0.26126
H 3.41037 1.38354 -3.22938
H 4.24282 0.53487 -4.21069
C -6.03007 2.49459 -5.00116
O -5.36966 2.12615 -3.80233
C -4.44215 3.06455 -3.35635
C -3.97994 2.86305 -1.89874
C -5.13703 2.94424 -0.92455
N -2.93518 3.88344 -1.48333
H -6.90874 1.86781 -5.15346
H -5.37972 2.34843 -5.86360
H -6.51679 3.46202 -4.87755
H -3.56837 3.05481 -4.00790
H -4.83363 4.08102 -3.39661
H -3.57692 1.85381 -1.81422
H -5.79559 2.11472 -1.18204
H -5.71959 3.86501 -0.95446
H -4.72612 2.78741 0.07278
H -3.39252 4.78335 -1.51621
H -2.69288 3.82863 -0.50435
C -7.05636 -4.62220 0.72048
O -5.84466 -3.86331 0.64855
C -5.40632 -3.43300 -0.64211
C -4.30192 -2.37688 -0.43071
C -4.76637 -1.17886 0.34804
N -3.80360 -1.79611 -1.69278
H -6.95800 -5.62168 0.29683
H -8.01067 -4.17472 0.44271
H -7.19090 -4.71509 1.79815
H -4.89415 -4.24262 -1.16204
H -6.13443 -3.00401 -1.33055
H -3.46829 -2.87395 0.06536
H -3.91637 -0.58350 0.68142
H -5.30938 -1.62241 1.18261
H -5.53413 -0.59205 -0.15625
H -3.65277 -2.48670 -2.41420
H -4.59998 -1.36856 -2.14342
C -3.53873 -3.33840 7.41962
O -3.48271 -3.02612 6.04522
C -2.32890 -3.50846 5.36803
C -2.27784 -3.27893 3.84661
C -3.30879 -4.14157 3.07659
N -0.91457 -3.40092 3.43702
H -3.27695 -4.37441 7.63469
H -4.54712 -3.19314 7.80713
H -2.91251 -2.65544 7.99364
H -1.42682 -3.20058 5.89677
H -2.40696 -4.59266 5.44873
H -2.59807 -2.25223 3.66931
H -4.33102 -3.86340 3.33302
H -3.12407 -5.17747 3.36100
H -3.10549 -4.09320 2.00682
H -0.17665 -3.09189 4.05353
H -0.86018 -2.94929 2.53526
C 8.69229 -3.08829 3.35484
O 7.56708 -3.47067 2.52273
C 6.47276 -2.59492 2.65389
C 5.21215 -3.37224 1.94425
C 5.24274 -3.42389 0.39051
N 3.98460 -2.58534 2.26466
H 9.03985 -2.05542 3.37683
H 9.53488 -3.61604 2.90805
H 8.53118 -3.47245 4.36210
H 6.32019 -2.44954 3.72333
H 6.60303 -1.65017 2.12609
H 5.16340 -4.33926 2.44487
H 5.54350 -2.44423 0.01914
H 4.29263 -3.75110 -0.03178
H 6.03478 -4.05858 -0.00690
H 3.98595 -1.88127 1.54053
H 4.25157 -1.97602 3.02463
C -0.57458 6.34989 -0.00795
O 0.83979 6.63203 0.05124
C 1.27574 7.63524 -0.90711
C 0.75672 9.09452 -0.67820
C 1.53682 10.21017 -1.38474
N 0.60625 9.39973 0.69923
H -0.97053 5.89494 -0.91589
H -1.21856 7.22492 0.07989
H -0.91079 5.69396 0.79505
H 2.35302 7.64415 -0.74124
H 1.02640 7.26933 -1.90313
H -0.21558 8.98561 -1.15870
H 1.75645 9.81151 -2.37515
H 2.42934 10.52358 -0.84319
H 0.86592 11.06800 -1.43073
H 0.80145 8.48320 1.07604
H 1.44415 9.84677 1.04302
C 2.23496 3.69242 -0.59354
O 3.61885 3.67356 -0.93713
C 3.91745 4.03469 -2.32165
C 5.45046 4.06631 -2.57122
C 5.80786 4.18742 -4.07511
N 6.00586 2.76406 -2.06029
H 2.06398 3.12798 0.32312
H 1.56053 3.23344 -1.31643
H 1.84379 4.66271 -0.28753
H 3.56329 3.28093 -3.02486
H 3.52649 5.01934 -2.57797
H 5.88476 4.91999 -2.05092
H 5.24568 4.94400 -4.62250
H 5.59540 3.25704 -4.60175
H 6.87925 4.37568 -4.14419
H 5.56554 2.71542 -1.15262
H 5.60359 2.01697 -2.60811
C -3.42269 -4.76338 -3.55020
O -3.16436 -3.36843 -3.87848
C -2.22987 -3.17358 -4.94603
C -1.99779 -1.75522 -5.33933
N -1.59177 -1.04684 -4.13281
C -1.43823 0.39428 -4.17444
C -0.62070 0.98012 -5.35389
O -1.27760 0.99277 -6.66537
C -2.20041 2.07299 -6.76744
H -4.33251 -4.92595 -2.97234
H -2.66377 -5.15686 -2.87397
H -3.42924 -5.38815 -4.44335
H -2.59581 -3.77629 -5.77725
H -1.23933 -3.48534 -4.61476
H -3.01179 -1.41584 -5.55082
H -1.34005 -1.63755 -6.20051
H -2.17454 -1.24953 -3.33319
H -0.99090 0.81216 -3.27256
H -2.44359 0.80525 -4.26653
H 0.24828 0.33246 -5.47001
H -0.23395 1.98402 -5.17864
H -1.63652 2.99905 -6.87950
H -2.89878 2.03775 -5.93129
H -2.74408 1.91975 -7.69965
N 1.88122 -4.43578 2.64586
C 2.13193 -5.43542 3.49339
N 0.99822 -6.02247 3.81659
O 3.23072 -5.82873 3.88887
H 2.66292 -3.84360 2.40429
H 0.91535 -4.16000 2.54029
H 0.14325 -5.49252 3.72563
H 1.06816 -6.79513 4.46329
```

Calculated values
HOMO-LUMO gap   0.331 hartree
Total charge   0
Relative energy (zero: lowest compared OMol25 entry of this formula, charge and spin)   0.0 kcal per mole
HOMO   -0.3171 Ha

---

(2)
Here is a cluster of 14 separate species, C43H119N10O19 in total in a non-equilibrium geometry from the OMol25 dataset. Energies are from wB97M-V/def2-TZVPD.

XYZ file:
```
191
C43H119N10O19 (wB97M-V/def2-TZVPD)
C -0.96177 3.76009 9.63845
N -2.21549 4.29633 9.07341
C -1.82693 5.34804 8.10793
C -2.86549 3.15267 8.37130
C -3.06933 4.82491 10.23478
C -4.31013 5.68146 9.90274
O -3.80323 7.00260 9.57311
H -0.40513 4.60615 10.04544
H -0.25935 3.29991 8.94293
H -1.23315 3.06985 10.45125
H -2.68976 5.64377 7.44887
H -1.01598 4.90577 7.47986
H -1.47550 6.32482 8.60560
H -2.97977 2.39959 9.13174
H -2.15206 2.99073 7.58135
H -3.81053 3.45892 7.94180
H -2.45110 5.39543 10.93105
H -3.29374 3.91727 10.77851
H -4.97336 5.77879 10.74195
H -4.85777 5.21092 9.06794
H -4.43330 7.48552 8.98229
C 1.29839 -5.49679 10.17774
N 0.23997 -4.58284 9.57956
C 0.28144 -3.22871 10.24326
C 0.62036 -4.37490 8.12836
C -1.14271 -5.22285 9.68948
C -1.72625 -5.23869 11.01340
O -2.00559 -3.91297 11.43780
H 2.26574 -4.98619 10.06353
H 1.21638 -6.41166 9.61717
H 1.05247 -5.63133 11.23838
H 0.10111 -3.20439 11.32538
H -0.39307 -2.52271 9.75587
H 1.30864 -2.91095 10.14022
H 0.80276 -5.26466 7.52300
H 1.54465 -3.83435 8.11644
H 0.02119 -3.65230 7.59144
H -0.95215 -6.22471 9.30507
H -1.72287 -4.63461 9.01120
H -1.02222 -5.79217 11.65796
H -2.63096 -5.87822 11.01459
H -2.95534 -3.80363 11.67076
C 5.97132 2.00731 4.46531
C 5.07717 1.02704 5.09581
C 9.01838 -0.88558 2.13153
O 8.88862 -2.09080 2.44457
C 8.41388 -2.39265 3.85803
N 5.25379 -0.07275 5.77790
H 1.14572 1.27228 4.76432
H 4.42228 -0.50271 6.19595
H 6.08432 -0.44492 6.04542
H 5.75727 2.96784 4.85942
H 5.68788 2.05699 3.40932
H 7.00373 1.66440 4.60174
H 4.06941 1.31145 5.17742
H 9.22304 -0.17014 2.95690
H 9.22425 -0.70778 1.09083
H 7.90706 -3.35774 3.69996
H 7.66310 -1.67472 4.22036
H 9.21568 -2.52138 4.55730
C 1.36730 -0.62789 -0.62919
C 0.94114 0.41948 -1.62769
C 0.07969 1.53885 -0.98301
O -0.66608 2.22338 -1.92180
C -2.08442 2.05173 -1.66999
N 2.18150 0.95251 -2.36019
H 2.64262 0.11127 -2.83913
H 1.99868 1.64320 -3.06920
H 2.86578 1.47248 -1.77857
H 0.52110 -0.89325 0.01468
H 2.12404 -0.24018 0.06718
H 1.79896 -1.57141 -0.99180
H 0.34185 0.00974 -2.43798
H 0.83896 2.21806 -0.44264
H -0.59656 1.14075 -0.21697
H -2.37446 2.52665 -0.75278
H -2.39987 0.98797 -1.60420
H -2.65231 2.40576 -2.52957
C -4.45473 -0.58087 -17.23266
C -4.82444 0.01571 -15.86462
C -3.53051 0.68063 -15.28918
O -4.06033 1.29130 -14.15662
C -3.22717 2.27538 -13.59394
N -5.88654 1.09077 -15.89653
H -5.86889 1.58382 -15.00725
H -5.73361 1.85239 -16.55162
H -6.80556 0.66514 -16.02936
H -5.29291 -1.02270 -17.83206
H -3.83893 -1.41770 -17.04862
H -3.85085 0.19756 -17.74189
H -5.17719 -0.76767 -15.18195
H -3.14258 1.44784 -16.02953
H -2.76926 -0.11632 -15.17659
H -3.12135 3.14595 -14.24423
H -2.23296 1.86666 -13.35732
H -3.65992 2.58819 -12.65424
C 7.39532 9.59887 -2.71645
C 7.38009 8.29151 -1.88810
C 8.08884 8.40589 -0.53598
O 7.19447 9.08723 0.40660
C 7.81948 10.22825 1.07709
N 5.95162 8.03156 -1.45219
H 5.27792 8.19332 -2.22243
H 5.85933 7.02782 -1.12677
H 5.59759 8.62663 -0.66750
H 6.82556 10.43313 -2.28007
H 6.99532 9.34272 -3.72441
H 8.38220 10.03737 -2.88617
H 7.65647 7.47321 -2.58132
H 9.02977 8.97903 -0.59318
H 8.25310 7.36001 -0.25129
H 8.90660 10.11396 1.18690
H 7.40533 10.23942 2.09482
H 7.58080 11.20671 0.60746
C -8.62757 -8.96838 -4.24421
C -8.55457 -9.16720 -2.74643
C -7.09270 -8.94306 -2.29841
O -7.12459 -8.77032 -0.92700
C -5.85953 -8.94766 -0.35151
N -9.30572 -8.16427 -1.79435
H -9.13990 -8.46943 -0.83499
H -9.01440 -7.15289 -1.91876
H -10.30924 -8.18437 -1.92893
H -9.66491 -8.75166 -4.55583
H -8.25334 -9.88055 -4.74904
H -8.00808 -8.10651 -4.59291
H -8.92559 -10.19000 -2.42257
H -6.52219 -8.11548 -2.73215
H -6.54127 -9.82713 -2.57737
H -5.61705 -10.02475 -0.19434
H -5.81934 -8.58856 0.64516
H -5.09527 -8.42962 -0.91928
C 4.30665 2.84273 -6.95346
C 4.12731 3.84519 -5.86594
C 2.64266 4.20475 -5.82300
O 2.09067 2.99965 -5.27283
C 0.65342 3.10092 -5.21392
N 4.44917 3.03979 -4.59019
H 4.53231 3.67591 -3.79936
H 3.69068 2.38223 -4.49147
H 5.27305 2.54404 -4.60687
H 3.53180 2.08662 -6.88119
H 5.22930 2.35506 -6.87643
H 4.31271 3.30262 -7.91488
H 4.82848 4.67429 -5.91822
H 2.34398 4.35279 -6.83618
H 2.28359 5.08563 -5.23574
H 0.11133 2.46556 -4.54795
H 0.35663 3.00748 -6.27628
H 0.37133 4.08970 -4.90641
C -16.18726 4.26650 5.97683
C -16.76617 3.23961 5.02012
O -17.35610 2.22894 5.16448
N -16.46296 3.62350 3.46312
H -17.23859 4.17403 3.12810
H -15.69591 4.29756 3.38780
C -16.11477 2.46576 2.59238
H -15.16294 4.29839 5.89745
H -16.36139 4.02392 7.02788
H -16.62986 5.26752 5.73644
H -16.71789 1.63610 2.98675
H -15.08079 2.18997 2.51108
H -16.42108 2.71403 1.56487
C 8.16307 -11.43658 -6.13423
C 8.68155 -10.44939 -5.11336
O 8.15912 -9.63515 -4.41423
N 10.15909 -10.77681 -4.90235
H 10.36968 -11.57771 -5.54294
H 10.63511 -9.93771 -5.16032
C 10.42543 -11.14858 -3.47501
H 8.54712 -12.37934 -5.81755
H 8.64359 -11.31213 -7.14126
H 7.09495 -11.47546 -6.27911
H 11.40993 -11.59023 -3.42152
H 9.69558 -11.91487 -3.15935
H 10.30758 -10.25217 -2.85427
O 3.61205 3.26748 -0.40483
C 4.29459 3.20606 -1.52732
O 4.70243 4.31920 -1.99454
O 4.53280 2.04011 -2.04819
H 3.48248 4.23184 -0.06803
O 5.76544 -2.49922 -6.01411
C 5.73840 -1.82200 -5.01442
O 5.03008 -0.82659 -4.47165
O 6.70967 -1.95720 -4.04557
H 6.71027 -2.87099 -6.16755
O -0.17255 -0.54442 4.61080
C 0.62094 -0.29216 5.72781
O 1.36538 0.81088 5.53150
O 0.61260 -0.96743 6.67193
H -0.95643 -1.08025 4.85464
```

Calculated values
HOMO-LUMO gap   0.070 hartree
Total charge   +7
HOMO   -0.3889 Ha